{
  "formula": "C4H10N2",
  "method": "ωB97M-V with the def2-TZVPD basis set",
  "charge": 0,
  "e_tot_ev": -7288.83011,
  "e_homo_ev": -8.2,
  "lumo_ev": 0.96,
  "e_above_lowest_kcal_mol": 41.3,
  "spin_multiplicity": 1,
  "symbols": ["C", "C", "N", "H", "H", "H", "H", "H", "C", "C", "N", "H", "H", "H", "H", "H"],
  "coordinates": [[0.54, -0.19, 1.95], [-0.39, -0.63, 2.79], [-0.83, -1.96, 2.92], [1.08, -0.68, 1.16], [0.80, 0.86, 2.05], [-0.89, 0.07, 3.46], [-0.72, -2.48, 2.06], [-1.80, -2.03, 3.19], [1.27, 1.40, -3.13], [0.51, 0.86, -2.17], [-0.84, 0.60, -2.28], [0.93, 1.77, -4.09], [2.32, 1.56, -3.01], [0.98, 0.65, -1.23], [-1.25, 0.86, -3.15], [-1.37, 0.66, -1.48]]
}